No. 1
Computed, not measured: a cluster of 2 separate species, CH2F2O3 in total at a distorted geometry, with ωB97M-V/def2-TZVPD.

```
8
Properties=species:S:1:pos:R:3:forces:R:3:nbo_charge:R:1
C -2.332 -2.793 -0.725 -0.51 -2.56 1.56 1.15
O -2.422 -1.646 -0.617 0.05 1.48 0.17 -0.55
O 0.260 -0.031 -0.369 0.11 2.41 3.52 -0.45
O 0.565 -1.193 0.498 0.53 -1.11 0.37 -0.58
F -2.544 -3.703 0.283 0.43 1.42 -1.68 -0.32
F -2.082 -3.452 -1.819 0.16 -0.23 -0.03 -0.28
H -0.517 0.234 0.182 0.70 0.40 -0.42 0.53
H -0.148 -0.388 -1.094 -1.47 -1.80 -3.49 0.50
```
Forces are in eV/Å.

- electronic energy (a.u.) = -464.58456
- total charge = 0
- strongest force on any atom (eV/A) = 4.27
- ΔE to the lowest compared entry with this formula, charge and spin (kJ/mol) = 219.2
- frontier orbital gap (eV) = 9.637
- highest occupied orbital energy (eV) = -9.4

---

No. 2
Computed, not measured: a structure of composition C23H23AsAuClN5O7S, with ωB97M-V/def2-TZVPD.

```
62
Properties=species:S:1:pos:R:3:forces:R:3:nbo_charge:R:1
Au 2.299 0.035 -2.424 0.30 0.12 -0.46 1.47
C -7.376 -2.701 6.719 -0.01 0.00 -0.01 -0.26
O -5.971 -2.788 6.918 -0.02 0.01 0.03 -0.47
C -5.162 -2.437 5.904 0.03 0.00 -0.02 0.34
C -5.602 -2.007 4.653 -0.01 0.00 0.03 -0.33
C -4.676 -1.674 3.680 0.04 0.00 0.00 -0.07
C -3.310 -1.759 3.929 -0.04 0.00 0.03 -0.19
C -2.882 -2.190 5.189 -0.01 0.01 -0.03 -0.15
C -3.791 -2.525 6.165 -0.03 0.00 0.00 -0.25
C -2.375 -1.397 2.871 0.03 -0.01 -0.04 0.42
N -2.708 -0.967 1.671 -0.03 0.02 0.04 -0.48
C -1.530 -0.762 1.020 0.06 -0.04 0.04 0.18
C -0.451 -1.073 1.830 -0.06 -0.02 -0.04 0.08
N -1.011 -1.477 3.012 -0.02 0.03 0.01 -0.51
C 0.903 -0.999 1.394 0.03 0.01 -0.04 0.00
C 2.062 -1.282 2.144 -0.01 0.02 -0.01 -0.12
C 3.299 -1.157 1.566 -0.02 0.01 0.02 -0.22
C 3.406 -0.795 0.218 -0.03 -0.09 0.00 0.12
N 2.322 -0.548 -0.489 -0.05 -0.12 -0.10 -0.42
C 1.085 -0.594 0.068 -0.03 0.18 0.02 0.12
C -0.018 -0.184 -0.760 0.02 -0.07 0.02 0.23
N 0.281 0.291 -1.998 0.04 -0.14 0.11 -0.50
C -0.689 0.591 -2.842 0.04 0.16 0.04 0.08
C -2.033 0.482 -2.477 -0.04 0.01 0.03 -0.24
C -2.361 0.052 -1.213 0.02 -0.01 -0.01 -0.09
C -1.338 -0.292 -0.315 0.07 0.04 -0.03 -0.09
H -7.829 -3.009 7.656 0.00 0.00 0.00 0.21
H -7.700 -3.371 5.920 0.00 0.00 0.00 0.18
H -7.677 -1.677 6.489 0.00 0.00 0.00 0.18
H -6.656 -1.930 4.431 0.00 -0.01 0.00 0.23
H -5.012 -1.343 2.707 0.00 0.01 0.00 0.23
H -1.828 -2.270 5.429 0.00 0.01 0.00 0.20
H -3.470 -2.856 7.143 0.00 -0.01 0.00 0.24
H -0.528 -1.783 3.838 -0.01 -0.01 0.00 0.43
H 1.981 -1.582 3.181 0.00 -0.01 0.00 0.23
H 4.203 -1.337 2.128 0.00 -0.03 0.00 0.26
H 4.358 -0.709 -0.287 -0.02 0.00 0.00 0.27
H -0.382 0.927 -3.823 0.00 -0.04 -0.01 0.23
H -2.796 0.737 -3.197 0.00 0.00 0.00 0.25
H -3.391 -0.047 -0.897 0.00 0.03 0.01 0.26
C 2.332 3.689 -3.477 -0.22 0.27 -0.04 -0.98
As 2.547 2.325 -4.800 -0.07 0.34 -0.02 1.98
C 1.145 2.625 -6.074 0.06 -0.06 -0.04 -1.00
C 4.178 2.421 -5.783 0.00 -0.08 0.04 -0.98
O 2.214 0.725 -4.292 -0.25 -0.18 0.13 -1.10
H 2.064 4.598 -4.015 -0.11 0.02 0.00 0.25
H 3.247 3.825 -2.911 -0.32 0.15 -0.26 0.30
H 1.522 3.403 -2.806 -0.03 0.00 -0.03 0.26
H 1.387 3.501 -6.675 -0.02 0.01 0.01 0.26
H 0.202 2.795 -5.557 0.02 0.00 0.02 0.24
H 1.058 1.753 -6.720 0.01 0.00 0.00 0.26
H 4.213 3.407 -6.247 0.05 -0.01 0.00 0.26
H 4.148 1.650 -6.551 0.00 0.02 0.00 0.26
H 5.026 2.281 -5.121 -0.01 0.01 0.02 0.29
O 5.099 3.694 -0.971 0.07 -0.09 -0.08 -0.79
Cl 4.687 2.403 -1.396 -0.25 0.09 0.18 2.56
O 5.582 1.372 -0.952 0.17 0.00 0.16 -0.85
O 4.596 2.359 -2.853 0.64 -0.15 0.04 -0.93
O 3.351 2.111 -0.902 -0.19 0.08 0.24 -0.92
O 6.373 -1.364 -3.139 -0.03 -0.16 0.04 -0.84
S 5.375 -0.324 -3.134 0.24 0.18 -0.50 1.50
N 4.007 -0.844 -2.778 -0.01 -0.49 0.45 -1.07
```
Forces are in eV/Å.

- electronic energy (a.u.) = -4920.05968
- total charge = +1
- strongest force on any atom (eV/A) = 0.67
- ΔE to the lowest compared entry with this formula, charge and spin (kJ/mol) = 59.2
- frontier orbital gap (eV) = 6.450
- highest occupied orbital energy (eV) = -10.5

---

No. 3
Computed, not measured: a structure of composition C11H26N4OPtSSe2, with ωB97M-V/def2-TZVPD.

```
46
Properties=species:S:1:pos:R:3:forces:R:3:nbo_charge:R:1
Pt -0.216 0.570 -0.193 0.65 -0.50 -0.27 0.56
C -0.961 2.838 -2.636 -0.08 -0.04 0.02 -0.78
Se -0.452 0.963 -2.549 0.09 -0.04 -0.08 0.58
C 1.422 1.149 -3.094 0.00 0.05 0.13 -0.57
C 2.187 2.041 -2.142 -0.04 -0.09 -0.01 -0.58
Se 2.049 1.359 -0.307 -0.23 0.31 0.08 0.62
C 2.350 3.046 0.605 -0.11 0.05 -0.03 -0.77
H -1.033 3.113 -3.686 0.02 -0.01 -0.01 0.26
H -0.244 3.463 -2.114 -0.02 -0.01 0.03 0.23
H -1.937 2.925 -2.166 0.00 0.00 -0.01 0.26
H 1.428 1.546 -4.108 -0.04 0.01 0.00 0.27
H 1.811 0.132 -3.119 0.02 0.01 -0.01 0.26
H 1.819 3.064 -2.142 0.03 0.01 -0.02 0.24
H 3.250 2.057 -2.386 0.01 -0.03 0.01 0.27
H 3.337 3.393 0.309 0.00 -0.01 -0.01 0.25
H 2.317 2.836 1.667 0.02 0.00 0.01 0.27
H 1.577 3.756 0.325 0.03 0.02 -0.01 0.24
C -3.051 -3.111 0.255 0.04 0.05 -0.03 -0.80
S -3.001 -1.375 -0.157 -0.26 -0.04 -0.03 1.24
C -3.708 -1.460 -1.795 0.04 0.03 0.04 -0.81
O -1.495 -1.128 -0.377 -0.10 0.35 0.11 -1.01
H -4.094 -3.426 0.281 0.00 0.01 0.01 0.27
H -2.604 -3.237 1.239 0.00 -0.01 0.00 0.25
H -2.490 -3.669 -0.493 0.00 0.01 -0.01 0.26
H -4.739 -1.799 -1.704 0.00 0.01 0.01 0.27
H -3.121 -2.147 -2.402 0.01 0.00 0.00 0.26
H -3.694 -0.457 -2.217 -0.01 0.00 0.00 0.25
C -1.325 2.007 6.139 -0.01 0.00 -0.01 -0.61
C -1.997 0.690 5.767 0.03 -0.04 -0.02 -0.23
C -3.156 0.897 4.797 0.00 -0.01 0.00 -0.62
C -0.992 -0.341 5.242 -0.02 0.00 0.06 -0.21
N -0.443 0.024 3.926 -0.05 0.00 -0.03 -0.14
C -0.904 -0.240 2.710 0.10 0.04 0.02 0.22
N -0.104 0.366 1.851 -0.22 -0.15 -0.01 -0.38
N 0.842 0.999 2.570 0.10 0.02 0.12 -0.06
N 0.642 0.799 3.812 0.05 -0.01 -0.08 0.02
H -2.064 2.707 6.526 0.01 0.00 0.01 0.24
H -0.851 2.476 5.274 -0.01 0.01 0.00 0.20
H -0.562 1.865 6.905 0.01 0.00 -0.01 0.23
H -2.392 0.231 6.677 0.00 0.01 0.01 0.24
H -2.835 1.427 3.895 0.00 0.00 0.00 0.19
H -3.928 1.508 5.261 0.00 0.00 0.00 0.25
H -3.620 -0.049 4.505 0.00 0.00 0.00 0.21
H -1.454 -1.320 5.124 0.00 0.00 -0.02 0.23
H -0.132 -0.438 5.901 -0.01 0.00 0.01 0.25
H -1.765 -0.841 2.487 -0.01 0.02 0.01 0.24
```
Forces are in eV/Å.

- electronic energy (a.u.) = -6048.79679
- total charge = +2
- strongest force on any atom (eV/A) = 0.87
- ΔE to the lowest compared entry with this formula, charge and spin (kJ/mol) = 38.8
- frontier orbital gap (eV) = 9.240
- highest occupied orbital energy (eV) = -15.9

---

No. 4
Computed, not measured: a cluster of 3 separate species, C18H29Br2FN4O9P in total at a distorted geometry, with ωB97M-V/def2-TZVPD.

```
64
Properties=species:S:1:pos:R:3:forces:R:3:nbo_charge:R:1
C 2.114 -2.947 3.922 0.93 -0.59 -0.50 -0.65
C 2.709 -1.688 3.100 0.48 -0.38 0.94 -0.42
C 1.968 -0.292 3.391 0.61 -0.69 0.19 -0.43
C 0.366 -0.338 3.319 1.16 0.13 2.97 -0.28
N -0.208 -0.728 1.979 -4.20 4.47 -0.33 -0.35
C -1.599 -0.335 1.835 2.72 -0.58 -0.68 0.85
N -1.984 0.294 0.671 -0.14 -0.91 0.08 -0.95
N -2.649 -0.565 2.858 -0.52 -0.68 -1.14 -0.81
P -3.414 1.040 3.174 1.89 3.46 1.26 1.56
O -2.345 2.029 3.666 -2.12 -2.62 -1.28 -1.04
C -3.784 -1.381 2.318 -3.65 0.17 -3.43 0.79
O -4.617 -0.932 1.461 4.01 -0.96 3.90 -0.49
N -4.065 -2.787 2.798 -1.50 0.84 -1.98 -0.67
C -5.563 -2.866 2.836 -4.35 1.00 3.65 0.95
O -6.245 -2.481 3.815 3.84 -1.65 -4.79 -0.49
F -6.320 -3.449 1.752 3.05 1.16 2.16 -0.33
C 0.611 -0.241 0.832 1.28 -3.55 -2.73 -0.02
Br 0.986 1.706 0.531 -0.58 -2.18 0.56 0.13
C 1.109 -1.248 -0.070 0.04 2.87 0.84 -0.01
C 2.037 -0.860 -1.351 -0.10 -0.18 1.04 -0.69
Br 0.733 -3.202 0.213 0.25 2.33 -0.24 0.10
H 1.116 -3.342 3.500 1.40 0.83 0.83 0.21
H 2.873 -3.811 3.761 -1.33 1.37 0.28 0.23
H 2.088 -2.781 5.063 -0.22 -0.05 -1.87 0.22
H 3.801 -1.561 3.477 -1.81 -0.09 -0.71 0.23
H 2.800 -1.965 1.991 -0.37 0.57 1.60 0.21
H 2.464 0.507 2.741 -1.07 -0.99 0.82 0.23
H 2.231 -0.011 4.488 -0.72 -0.41 -1.79 0.25
H 0.020 -1.056 4.160 0.38 0.95 -1.72 0.26
H -0.034 0.699 3.614 0.52 -1.53 -0.66 0.25
H -2.388 -0.311 -0.060 -0.15 0.93 0.53 0.45
H -1.887 1.315 0.517 0.55 -1.08 -0.20 0.48
H -4.038 1.541 1.966 0.35 -0.89 0.74 -0.02
H -4.499 0.823 4.115 0.81 -0.54 -0.77 0.01
H -3.831 -3.364 1.952 0.26 0.30 0.93 0.42
H 2.669 0.072 -1.076 -1.34 -1.45 -0.50 0.25
H 2.805 -1.684 -1.596 -1.64 1.09 0.49 0.29
H 1.338 -0.641 -2.243 1.21 -0.35 1.40 0.25
C -2.804 6.752 -0.273 0.31 0.29 -0.21 -0.63
C -2.850 5.443 -1.031 -0.43 1.10 0.53 0.06
C -2.986 4.240 -0.145 -0.60 -0.11 0.46 -0.10
O -2.380 3.217 -0.929 0.44 -0.17 -0.17 -0.52
C -1.458 3.837 -1.728 1.16 -0.12 -1.01 0.97
O -0.624 3.265 -2.373 -0.92 0.40 0.81 -0.57
O -1.612 5.190 -1.692 0.09 -1.14 -0.03 -0.47
H -1.938 6.791 0.394 -0.12 -0.16 -0.01 0.22
H -2.701 7.589 -0.968 -0.12 -0.10 0.07 0.24
H -3.712 6.899 0.317 0.04 -0.07 -0.10 0.23
H -3.638 5.475 -1.791 0.04 -0.13 0.07 0.19
H -4.029 3.998 0.071 0.13 -0.14 -0.13 0.21
H -2.436 4.327 0.798 0.00 0.19 -0.06 0.19
C 4.569 -2.679 -7.005 -0.04 -0.47 -0.09 -0.63
C 3.877 -2.360 -5.698 0.32 0.07 -1.22 0.06
C 4.579 -1.313 -4.885 0.11 0.76 -0.21 -0.10
O 4.182 -1.643 -3.558 -0.12 -0.58 0.17 -0.50
C 3.933 -2.984 -3.553 -0.03 -0.76 0.41 0.97
O 3.771 -3.635 -2.560 0.02 0.58 -0.58 -0.58
O 3.897 -3.483 -4.820 -0.05 0.29 1.01 -0.48
H 5.572 -3.080 -6.832 -0.07 0.17 0.09 0.23
H 4.015 -3.448 -7.549 0.01 0.16 0.01 0.23
H 4.646 -1.792 -7.638 -0.06 -0.04 0.10 0.23
H 2.830 -2.092 -5.880 0.06 0.05 0.10 0.18
H 4.262 -0.302 -5.145 -0.01 -0.09 0.22 0.21
H 5.670 -1.372 -4.945 -0.09 -0.11 -0.12 0.19
```
Forces are in eV/Å.

- electronic energy (a.u.) = -7188.30341
- total charge = +1
- strongest force on any atom (eV/A) = 6.35
- frontier orbital gap (eV) = 6.648
- highest occupied orbital energy (eV) = -12.5

---

No. 5
Computed, not measured: a cluster of 2 separate species, C5H10N2 in total at a distorted geometry, with ωB97M-V/def2-TZVPD.

```
17
Properties=species:S:1:pos:R:3:forces:R:3:nbo_charge:R:1
H 1.537 0.391 -1.364 -1.16 0.15 -0.73 0.35
N 0.867 0.760 -2.077 -0.27 -1.24 0.19 -0.73
C -0.062 -0.070 -2.422 1.83 0.12 1.28 0.28
N -0.909 0.200 -3.452 -0.91 1.15 -0.25 -0.81
H -0.252 -1.093 -1.975 0.42 1.05 -0.37 0.15
H -1.041 1.210 -3.680 0.36 -1.27 0.28 0.39
H -1.777 -0.296 -3.334 -0.27 0.05 -0.35 0.37
C 1.872 -0.739 1.384 -1.06 -0.06 0.15 -0.38
C 0.588 -0.678 1.838 1.63 -0.79 -0.42 -0.22
C -0.243 0.514 1.927 -1.65 0.62 0.11 -0.22
C -1.573 0.513 2.249 2.01 -0.36 -0.25 -0.37
H 2.389 0.150 1.018 -0.12 -0.13 0.22 0.19
H 2.432 -1.693 1.302 -0.59 0.74 0.18 0.21
H 0.149 -1.637 2.124 -0.15 0.29 0.08 0.20
H 0.230 1.470 1.666 -0.15 -0.39 0.00 0.21
H -2.169 1.421 2.225 0.16 -0.20 0.09 0.21
H -2.037 -0.422 2.568 -0.06 0.27 -0.20 0.19
```
Forces are in eV/Å.

- electronic energy (a.u.) = -305.96237
- total charge = 0
- strongest force on any atom (eV/A) = 2.23
- ΔE to the lowest compared entry with this formula, charge and spin (kJ/mol) = 161.4
- frontier orbital gap (eV) = 9.614
- highest occupied orbital energy (eV) = -8.9

---

No. 6
Computed, not measured: a cluster of 2 separate species, C17H23BClNO10 in total, with ωB97M-V/def2-TZVPD.

```
53
Properties=species:S:1:pos:R:3:forces:R:3:nbo_charge:R:1
C -3.254 -1.388 -0.246 0.27 0.07 0.36 -0.40
N -2.401 -1.456 0.970 -0.15 -0.37 -0.72 -0.80
C -3.221 -1.260 2.167 0.10 0.15 0.22 -0.41
B -1.747 -2.768 1.013 0.05 0.29 0.04 1.27
O -2.472 -3.918 0.807 -0.26 0.34 0.13 -0.96
C -0.167 -2.908 1.319 0.09 -0.96 0.00 -0.14
C 0.855 -2.793 0.178 0.20 0.32 0.12 -0.40
C 0.529 -2.029 -1.110 -0.05 -0.05 -0.31 -0.52
C 0.635 -0.539 -0.920 0.54 0.12 0.04 0.80
O 1.677 0.003 -0.645 -0.46 -0.10 0.27 -0.58
O -0.517 0.141 -1.108 -0.40 -0.35 0.34 -0.71
O -0.026 -4.298 1.871 0.10 0.19 -0.48 -0.50
C -0.383 -4.248 3.158 -0.26 -0.09 0.24 0.96
O -0.605 -5.188 3.854 -0.04 -0.06 0.00 -0.57
O -0.504 -2.954 3.556 0.28 0.40 0.10 -0.52
C 0.268 -2.200 2.574 -0.04 0.14 0.15 0.10
C 0.121 -0.695 2.676 -0.04 0.08 0.24 -0.44
C 1.477 -0.004 2.811 -0.03 -0.38 0.26 -0.42
C 1.336 1.488 2.980 0.45 0.08 -0.18 -0.35
Cl 2.915 2.209 3.448 -0.05 0.01 0.02 -0.08
H -3.212 -0.388 -0.666 -0.12 0.19 0.01 0.20
H -4.282 -1.657 -0.011 -0.14 -0.07 -0.11 0.19
H -2.893 -2.068 -1.017 0.01 -0.07 -0.06 0.20
H -2.599 -1.227 3.061 0.02 -0.02 0.02 0.21
H -3.758 -0.315 2.102 0.02 0.12 -0.05 0.20
H -3.969 -2.051 2.305 -0.05 -0.06 -0.05 0.17
H -2.681 -4.426 1.598 0.22 -0.37 -0.23 0.53
H 1.740 -2.298 0.581 0.17 -0.13 0.04 0.22
H 1.171 -3.796 -0.092 -0.16 -0.17 0.02 0.25
H -0.404 -2.321 -1.586 -0.17 0.04 0.14 0.23
H 1.331 -2.271 -1.807 0.01 -0.07 -0.08 0.25
H -0.535 0.895 -0.498 0.26 0.35 -0.45 0.51
H 1.307 -2.485 2.764 0.17 0.11 -0.06 0.19
H -0.439 -0.316 1.824 -0.11 0.03 -0.04 0.23
H -0.464 -0.482 3.572 -0.10 0.05 -0.01 0.23
H 2.116 -0.231 1.959 0.02 0.09 -0.12 0.23
H 1.974 -0.417 3.691 0.06 0.05 0.06 0.21
H 1.074 1.974 2.045 -0.21 0.04 -0.02 0.22
H 0.635 1.749 3.764 -0.12 0.03 0.03 0.21
O 0.418 2.907 -1.623 -0.16 0.06 0.28 -0.56
C 0.875 3.502 -2.581 0.15 0.23 -0.03 0.48
C 1.327 4.878 -2.567 -0.08 -0.10 0.19 -0.40
C 1.805 5.416 -3.697 -0.01 0.09 0.14 0.34
O 2.243 6.662 -3.789 -0.01 0.00 0.01 -0.62
C 1.886 4.638 -4.988 -0.09 -0.34 -0.09 0.47
O 2.322 5.226 -5.959 0.06 0.13 -0.01 -0.54
C 1.446 3.257 -4.995 0.06 0.07 -0.13 -0.40
C 0.970 2.717 -3.864 0.00 -0.10 -0.18 0.33
O 0.538 1.470 -3.765 0.00 0.04 -0.01 -0.63
H 1.266 5.427 -1.638 0.01 0.02 -0.01 0.25
H 2.524 6.783 -4.717 0.01 -0.02 -0.06 0.51
H 1.516 2.705 -5.921 -0.01 -0.02 0.01 0.25
H 0.240 1.351 -2.839 -0.02 -0.02 0.01 0.51
```
Forces are in eV/Å.

- electronic energy (a.u.) = -1953.86925
- total charge = 0
- strongest force on any atom (eV/A) = 0.96
- frontier orbital gap (eV) = 7.839
- highest occupied orbital energy (eV) = -9.4

---

Which of these has the highest frontier orbital gap? CH2F2O3

---

The highest frontier orbital gap belongs to which entry? CH2F2O3

---

What is the strongest force on any atom in the fifth record? 2.23 eV/A